# 1
# C17H34ClN3O4PS

A gas-phase ion, C17H34ClN3O4PS (charge +1) at a distorted geometry (ωB97M-V with the def2-TZVPD basis set, the Open Molecules 2025 dataset).

Element x y z (Å)
C 3.980 1.034 3.082
C 4.523 -0.275 2.440
C 4.332 -0.206 0.909
O 3.286 -1.123 0.515
N 2.608 -0.645 -0.589
C 2.337 -1.610 -1.461
N 2.877 -2.771 -1.408
C 2.623 -3.836 -2.396
N 1.448 -1.312 -2.530
P 2.257 -0.079 -3.536
S 1.115 1.112 -4.518
C 0.239 -0.806 -1.828
Cl -1.207 -0.804 -2.805
O 0.547 0.429 -1.255
C 1.442 0.234 -0.203
C 0.757 -0.200 1.094
C -0.443 0.706 1.452
C -0.277 2.198 1.130
C -1.638 2.923 1.350
C -2.291 3.299 0.006
C -2.826 2.055 -0.721
C -4.169 1.609 -0.158
C -4.639 0.289 -0.728
O -3.915 -0.766 -0.015
C -4.650 -1.924 0.011
C -5.083 -2.454 1.354
O -4.930 -2.459 -0.980
H 4.751 1.790 3.205
H 3.190 1.460 2.460
H 3.521 0.773 4.035
H 5.560 -0.460 2.693
H 3.858 -1.071 2.776
H 4.096 0.812 0.602
H 5.278 -0.454 0.416
H 3.530 -2.992 -0.663
H 1.563 -4.050 -2.479
H 3.031 -3.543 -3.362
H 3.150 -4.729 -2.083
H 3.221 0.614 -2.772
H 3.003 -0.860 -4.448
H 0.046 -1.502 -1.009
H 1.857 1.220 0.006
H 0.372 -1.219 0.970
H 1.437 -0.216 1.941
H -1.380 0.311 1.065
H -0.546 0.646 2.539
H 0.007 2.397 0.093
H 0.492 2.667 1.749
H -1.515 3.835 1.932
H -2.298 2.209 1.844
H -3.127 3.980 0.183
H -1.587 3.820 -0.645
H -2.950 2.276 -1.784
H -2.089 1.251 -0.666
H -4.917 2.375 -0.381
H -4.143 1.497 0.928
H -4.436 0.192 -1.796
H -5.702 0.116 -0.558
H -4.684 -1.838 2.158
H -6.170 -2.454 1.365
H -4.719 -3.472 1.474

Output
molecular weight	443.0	g mol⁻¹
LUMO energy	-3.4504	eV
HOMO-LUMO gap	0.3085	hartree
SMILES	CCCON1C(NC)=[N+]([PH2]=S)[C@H](Cl)O[C@H]1CCCCCCCCOC(C)=O
net charge	+1

Atom charges from the Mulliken analysis, given in e for atoms 1 to 6:
1. C -0.964
2. C -0.337
3. C -0.484
4. O -0.529
5. N 0.750
6. C 0.099



# 2
# C17H34N17O7P2SeW

A molecular structure, C17H34N17O7P2SeW (ωB97M-V with the def2-TZVPD basis set, the Open Molecules 2025 dataset).

Element x y z (Å)
W -0.465 0.290 -0.007
C -4.172 2.353 3.137
C -3.080 1.924 2.163
O -2.621 3.013 1.377
P -3.673 0.566 1.066
O -4.410 -0.478 1.965
O -4.744 1.081 0.068
O -2.497 -0.072 0.339
P -1.688 1.097 3.015
O -1.110 2.090 4.100
O -2.293 -0.116 3.626
O -0.566 0.886 1.970
H -5.032 2.741 2.589
H -3.776 3.138 3.784
H -4.502 1.532 3.770
H -3.140 3.796 1.595
H -3.867 -0.617 2.781
H -4.229 1.464 -0.696
H -0.385 2.642 3.778
N 0.351 3.701 -1.041
C -0.906 3.236 -1.262
N -1.821 3.945 -1.892
N -2.892 3.152 -1.926
N -2.650 2.025 -1.376
N -1.358 2.023 -0.910
C 1.196 3.065 -0.183
N 2.244 3.628 0.369
N 2.781 2.655 1.127
N 2.098 1.579 1.053
N 1.059 1.780 0.179
H 0.518 4.679 -1.224
N -0.878 -1.890 1.892
C -0.278 -3.226 1.955
C -0.773 -4.050 0.790
C -0.414 -3.455 -0.562
N -1.081 -2.161 -0.851
H -0.775 -1.426 2.790
H -1.884 -1.980 1.791
H -0.491 -3.729 2.903
H 0.812 -3.142 1.887
H -1.861 -4.174 0.860
H -0.350 -5.054 0.850
H -0.685 -4.183 -1.330
H 0.664 -3.294 -0.630
H -2.059 -2.221 -0.576
H -1.085 -2.048 -1.856
C 4.444 0.245 -1.003
N 3.259 -0.618 -0.975
C 2.552 -0.771 -2.211
C 2.615 -0.895 0.191
N 1.296 -0.907 0.287
N 3.383 -1.193 1.256
C 4.703 -1.798 1.129
C 2.876 -1.052 2.614
H 4.247 1.098 -1.654
H 5.316 -0.292 -1.379
H 4.644 0.630 -0.008
H 3.270 -0.983 -3.004
H 1.680 0.990 -1.669
H 1.870 -1.619 -2.116
H 1.040 -1.335 1.167
H 4.866 -2.136 0.110
H 4.757 -2.661 1.793
H 5.493 -1.098 1.408
H 2.128 -0.263 2.644
H 3.702 -0.756 3.260
H 2.468 -1.992 2.998
Se 3.055 1.002 -5.212
N 1.504 0.313 -5.366
C 0.455 0.143 -4.524
C -0.809 -0.125 -5.060
C -1.889 -0.279 -4.216
C -1.703 -0.189 -2.856
N -0.491 0.017 -2.300
C 0.558 0.216 -3.111
N 1.802 0.462 -2.527
H -0.912 -0.181 -6.135
H -2.881 -0.456 -4.607
H -2.531 -0.281 -2.169

Output
molecular weight	913.3	g mol⁻¹
LUMO energy (alpha / beta)	-3.6921 / -4.0809	eV
HOMO-LUMO gap (alpha / beta)	0.2445 / 0.2302	hartree
energy relative to the best compared isomer or geometry (same formula, charge and spin)	221.0	kJ/mol
2S+1	3
net charge	+1

Atom charges from the Mulliken analysis, given in e for atoms 1 to 6:
1. W 1.876
2. C -1.836
3. C 1.058
4. O -0.498
5. P 0.729
6. O -0.607



# 3
# C17H34N8O16P

7 unconnected molecules or ions with the total composition C17H34N8O16P at a distorted geometry (ωB97M-V with the def2-TZVPD basis set, the Open Molecules 2025 dataset).

Element x y z (Å)
C -3.776 -1.410 -4.963
C -3.598 0.112 -4.974
O -3.062 0.668 -5.896
O -4.045 0.807 -3.853
C -2.885 0.919 -2.988
C -3.213 1.714 -1.715
C -2.181 1.427 -0.557
C -0.812 1.242 -1.286
C -0.300 2.354 -1.924
N 0.834 2.264 -2.609
C 1.515 1.108 -2.719
P 3.074 1.116 -3.757
N 4.119 0.136 -3.140
C 1.066 -0.018 -2.082
C -0.137 0.022 -1.340
C -0.676 -1.220 -0.647
O -1.827 -1.531 -0.804
O 0.132 -1.992 0.113
H -3.762 -1.747 -6.003
H -4.716 -1.643 -4.449
H -2.926 -1.846 -4.416
H -2.623 -0.112 -2.687
H -2.100 1.385 -3.606
H -4.232 1.515 -1.358
H -3.195 2.783 -1.991
H -2.478 0.516 -0.035
H -2.177 2.297 0.101
H -0.837 3.301 -1.881
H 1.136 3.123 -3.077
H 3.497 2.472 -3.772
H 2.747 0.782 -5.100
H 3.779 -0.349 -2.319
H 1.644 -0.936 -2.199
H 1.045 -1.973 -0.230
C 2.052 -4.401 1.452
N 3.316 -3.829 0.923
O 4.357 -4.250 1.356
O 3.204 -2.954 0.071
H 2.279 -5.154 2.190
H 1.492 -3.581 1.895
H 1.516 -4.835 0.613
C 2.526 -8.317 4.218
N 1.757 -7.127 3.766
O 1.650 -6.196 4.536
O 1.285 -7.168 2.646
H 2.882 -8.137 5.226
H 1.853 -9.170 4.190
H 3.356 -8.450 3.530
C 1.106 1.471 2.073
N 0.419 2.788 1.977
O 0.587 3.577 2.871
O -0.275 2.981 0.986
H 1.682 1.437 2.990
H 0.338 0.701 2.072
H 1.758 1.380 1.207
C -6.743 0.459 1.641
N -5.409 0.934 1.186
O -4.428 0.410 1.669
O -5.394 1.821 0.355
H -6.600 -0.326 2.374
H -7.261 1.309 2.076
H -7.271 0.084 0.768
C 1.566 6.473 -1.222
N 0.669 6.095 -2.349
O -0.443 6.552 -2.360
O 1.128 5.338 -3.198
H 1.025 7.140 -0.560
H 1.848 5.559 -0.707
H 2.435 6.968 -1.648
C 4.199 0.317 6.134
N 3.321 0.616 4.971
O 2.147 0.836 5.195
O 3.846 0.619 3.874
H 3.600 0.350 7.037
H 4.618 -0.673 5.980
H 4.978 1.074 6.157

Output
molecular weight	637.5	g mol⁻¹
LUMO energy	-4.3776	eV
HOMO-LUMO gap	0.2794	hartree
net charge	+1

Atom charges from the Mulliken analysis, given in e for atoms 1 to 6:
1. C -0.873
2. C 0.815
3. O -0.537
4. O -0.463
5. C -0.075
6. C -0.842



# 4
# C17H34O11S

2 unconnected molecules or ions with the total composition C17H34O11S (ωB97M-V with the def2-TZVPD basis set, the Open Molecules 2025 dataset).

Element x y z (Å)
C 1.150 -4.666 0.429
C 1.908 -4.997 -0.825
O 2.416 -6.061 -1.042
O 1.966 -3.974 -1.718
C 3.239 -3.815 -2.377
C 3.539 -2.344 -2.603
C 3.289 -1.438 -1.385
C 1.920 -0.733 -1.425
C 1.118 -0.779 -0.121
O -0.222 -1.191 -0.436
C -0.980 -1.581 0.591
O -0.613 -1.711 1.722
O -2.238 -1.788 0.147
C -2.652 -3.160 0.114
C -2.782 -3.641 -1.331
C -3.265 -2.580 -2.313
S -4.913 -1.968 -2.044
O -5.299 -1.241 -3.211
O -5.041 -1.382 -0.754
O -5.772 -3.321 -1.981
H 1.818 -4.780 1.282
H 0.752 -3.658 0.412
H 0.325 -5.369 0.548
H 4.013 -4.294 -1.775
H 3.207 -4.337 -3.335
H 2.969 -1.981 -3.460
H 4.599 -2.297 -2.865
H 3.372 -2.038 -0.474
H 4.083 -0.693 -1.345
H 2.034 0.308 -1.730
H 1.302 -1.211 -2.188
H 1.585 -1.458 0.591
H 1.086 0.209 0.341
H -3.589 -3.252 0.658
H -1.915 -3.774 0.637
H -3.485 -4.478 -1.340
H -1.830 -4.034 -1.693
H -3.298 -2.991 -3.325
H -2.618 -1.704 -2.341
H -5.431 -3.966 -2.616
C 2.429 5.016 4.058
O 1.228 4.474 3.561
C 0.064 5.180 3.949
C -0.920 5.321 2.809
O -0.507 6.195 1.773
C 0.488 5.755 0.867
C 0.035 4.694 -0.111
O -0.125 3.437 0.520
C -1.191 2.664 0.017
H 2.567 4.791 5.121
H 3.247 4.566 3.497
H 2.466 6.103 3.919
H 0.325 6.175 4.325
H -0.435 4.630 4.758
H -1.815 5.790 3.227
H -1.210 4.342 2.423
H 1.396 5.436 1.384
H 0.734 6.641 0.277
H 0.800 4.609 -0.896
H -0.903 5.011 -0.580
H -2.093 3.266 -0.134
H -1.409 1.890 0.752
H -0.920 2.185 -0.932

Output
molecular weight	446.5	g mol⁻¹
LUMO energy	0.1855	eV
HOMO-LUMO gap	0.3420	hartree
SMILES	CC(=O)OCCCCCOC(=O)OCCCS(=O)(=O)O.COCCOCCOC
energy relative to the best compared isomer or geometry (same formula, charge and spin)	0.0	kJ/mol

Atom charges from the Mulliken analysis, given in e for atoms 1 to 6:
1. C -0.501
2. C 0.623
3. O -0.576
4. O -0.147
5. C -0.625
6. C -0.789



# 5
# C17H34O2

A molecular structure, C17H34O2 at a distorted geometry (ωB97M-V with the def2-TZVPD basis set, the Open Molecules 2025 dataset).

Element x y z (Å)
C 6.071 -4.858 2.448
C 4.870 -4.665 1.374
C 4.813 -3.397 0.566
C 3.814 -3.278 -0.385
C 3.962 -1.829 -1.191
C 2.868 -1.909 -2.140
C 1.439 -2.057 -1.551
C 0.933 -0.929 -0.928
C -0.539 -1.053 -0.563
C -1.021 0.163 0.476
C -2.551 -0.220 0.906
C -3.483 -0.147 -0.274
H -4.385 0.083 0.279
H -3.488 -0.973 -0.775
C -3.435 1.253 -1.147
C -3.595 2.403 -0.053
O -4.569 2.883 0.531
O -2.468 3.165 -0.082
C -2.597 4.371 0.529
C -1.061 4.470 1.165
H -0.888 5.417 1.631
H -0.689 3.494 1.731
H -0.469 4.595 0.214
C -3.017 5.425 -0.032
H -4.066 5.304 -0.759
H -2.459 5.724 -1.092
H -2.841 6.586 0.484
H -3.241 4.116 1.411
H -2.494 1.221 -1.466
H -4.336 1.215 -1.658
H -2.628 -1.028 1.432
H -2.610 0.810 1.538
H -0.944 1.052 -0.022
H -0.269 0.179 1.371
H -1.099 -0.957 -1.365
H -0.954 -2.110 -0.028
H 1.123 0.092 -1.436
H 1.401 -1.063 0.361
H 0.674 -2.072 -2.637
H 1.167 -3.203 -1.220
H 2.933 -2.643 -2.772
H 2.905 -1.166 -2.531
H 3.774 -1.240 -0.348
H 4.936 -1.801 -1.484
H 2.945 -3.563 0.082
H 3.832 -4.005 -1.089
H 4.907 -2.505 1.421
H 5.914 -3.155 0.178
H 3.978 -4.907 1.781
H 5.092 -5.742 0.686
H 6.069 -5.829 2.831
H 6.034 -4.075 3.043
H 6.931 -4.679 1.736

Output
molecular weight	270.5	g mol⁻¹
LUMO energy	0.7918	eV
HOMO-LUMO gap	0.3832	hartree
energy relative to the best compared isomer or geometry (same formula, charge and spin)	1509.5	kJ/mol

Atom charges from the Mulliken analysis, given in e for atoms 1 to 6:
1. C -1.288
2. C -0.619
3. C -0.342
4. C -1.084
5. C -0.805
6. C -2.601



# 6
# C17H34O2

C17H34O2 in the gas phase (ωB97M-V with the def2-TZVPD basis set, the Open Molecules 2025 dataset).

Element x y z (Å)
C 4.022 -0.018 -5.563
H 4.415 -0.731 -4.841
C 2.593 0.371 -5.206
C 2.506 1.013 -3.823
C 1.072 1.393 -3.462
C 0.958 2.141 -2.133
C 1.327 1.286 -0.922
C 1.000 2.000 0.388
C 1.392 1.200 1.631
C 0.583 -0.087 1.786
C 0.796 -0.734 3.153
C 0.159 -2.121 3.271
C -1.342 -2.162 2.977
C -2.180 -1.380 3.985
C -3.662 -1.322 3.612
H -4.235 -1.026 4.493
H -4.006 -2.309 3.299
C -3.959 -0.318 2.492
C -3.570 -0.834 1.128
O -3.924 -1.877 0.647
O -2.789 0.049 0.483
C -2.372 -0.315 -0.826
H -1.751 -1.213 -0.788
H -1.804 0.527 -1.211
H -3.239 -0.517 -1.457
H -5.036 -0.136 2.458
H -3.450 0.629 2.672
H -2.079 -1.855 4.965
H -1.801 -0.361 4.073
H -1.671 -3.204 2.983
H -1.518 -1.779 1.974
H 0.662 -2.795 2.573
H 0.335 -2.503 4.280
H 1.870 -0.838 3.332
H 0.404 -0.076 3.931
H 0.871 -0.799 1.011
H -0.473 0.153 1.653
H 2.458 0.962 1.592
H 1.228 1.826 2.512
H -0.071 2.212 0.427
H 1.526 2.959 0.405
H 2.393 1.055 -0.943
H 0.778 0.344 -0.974
H 1.598 3.026 -2.161
H -0.072 2.488 -2.017
H 0.669 2.028 -4.255
H 0.459 0.489 -3.422
H 3.132 1.908 -3.802
H 2.900 0.314 -3.084
H 1.959 -0.518 -5.230
H 2.210 1.069 -5.953
H 4.062 -0.471 -6.550
H 4.667 0.859 -5.562

Output
molecular weight	270.5	g mol⁻¹
LUMO energy	0.9523	eV
HOMO-LUMO gap	0.4164	hartree
SMILES	CCCCCCCCCCCCCCCC(=O)OC
energy relative to the best compared isomer or geometry (same formula, charge and spin)	31.4	kJ/mol

Atom charges from the Mulliken analysis, given in e for atoms 1 to 6:
1. C -1.294
2. H 0.326
3. C -0.374
4. C -0.540
5. C -0.776
6. C -0.804



# 7
# C17H34O2P2Pd

A molecular structure, C17H34O2P2Pd at a distorted geometry (ωB97M-V with the def2-TZVPD basis set, the Open Molecules 2025 dataset).

Element x y z (Å)
P -3.225 -2.544 -3.752
P -0.031 -5.135 -2.781
C -2.333 -3.997 -4.452
C -1.720 -5.135 -3.532
H -1.617 -3.631 -5.202
H -3.114 -4.506 -5.032
H -2.426 -5.363 -2.715
H -1.698 -6.036 -4.179
C 1.160 -5.141 -4.142
H 2.128 -4.787 -3.764
H 0.855 -4.472 -4.956
H 1.286 -6.162 -4.531
C 0.123 -6.681 -1.889
H 0.379 -7.516 -2.561
H -0.810 -6.945 -1.373
H 0.910 -6.612 -1.133
C -3.799 -1.648 -5.235
H -4.137 -0.643 -4.938
H -4.621 -2.158 -5.758
H -2.962 -1.550 -5.945
C -4.657 -3.115 -2.778
H -4.423 -3.995 -2.150
H -5.505 -3.411 -3.423
H -5.013 -2.311 -2.110
Pd -1.306 -0.133 0.585
C 0.594 -3.840 -1.672
C 0.938 -2.657 -2.465
C 0.119 -2.176 -3.565
C -0.756 -0.928 -3.341
C -2.205 -1.273 -2.913
C -2.232 -1.635 -1.418
C -1.821 -3.012 -1.087
C -0.466 -3.459 -0.542
C -1.863 1.655 0.369
H 1.476 -4.299 -1.190
H 1.447 -1.881 -1.889
H -0.576 -2.960 -3.822
H 0.769 -1.996 -4.446
H -0.305 -0.286 -2.584
H -0.736 -0.376 -4.277
H -2.767 -0.340 -3.114
H -3.169 -1.307 -0.928
H -1.906 -3.524 -2.043
H -2.598 -3.457 -0.457
H -0.088 -2.729 0.191
H -0.661 -4.394 0.038
H -2.237 1.854 1.369
H -2.629 1.724 -0.397
H -0.976 2.236 0.143
C 2.465 -0.219 2.207
C 1.233 -0.414 1.324
O 0.221 -1.066 1.840
O 1.224 0.064 0.153
H 2.263 -0.568 3.206
H 2.733 0.846 2.253
H 3.329 -0.774 1.806

Output
molecular weight	438.8	g mol⁻¹
LUMO energy (alpha / beta)	-0.5758 / -0.6119	eV
HOMO-LUMO gap (alpha / beta)	0.1021 / 0.1380	hartree
energy relative to the best compared isomer or geometry (same formula, charge and spin)	388.2	kJ/mol
2S+1	3

Atom charges from the Mulliken analysis, given in e for atoms 1 to 6:
1. P 1.603
2. P 1.503
3. C -1.265
4. C -1.073
5. H 0.402
6. H 0.687



# 8
# C17H34O2P2V

A molecular structure, C17H34O2P2V at a distorted geometry (ωB97M-V with the def2-TZVPD basis set, the Open Molecules 2025 dataset).

Element x y z (Å)
P 0.632 -3.246 -3.035
P -3.116 -3.376 -2.468
C -0.775 -4.515 -3.147
C -1.966 -3.804 -3.790
H -0.973 -4.942 -2.129
H -0.451 -5.344 -3.790
H -1.705 -2.841 -4.271
H -2.450 -4.482 -4.530
C -4.197 -4.858 -2.813
H -5.101 -4.845 -2.220
H -3.683 -5.802 -2.545
H -4.381 -4.858 -3.903
C -4.226 -2.124 -3.131
H -5.123 -2.620 -3.543
H -3.709 -1.537 -3.902
H -4.528 -1.424 -2.346
C 1.903 -4.557 -3.251
H 2.882 -4.085 -3.362
H 1.658 -5.074 -4.201
H 1.937 -5.303 -2.450
C 0.653 -2.315 -4.576
H -0.297 -1.726 -4.699
H 0.802 -3.140 -5.292
H 1.551 -1.677 -4.535
V -0.012 -0.596 -3.045
C -2.881 -3.533 -0.327
C -2.854 -4.806 0.282
C -1.723 -5.619 0.717
C -0.482 -4.877 1.174
C 0.436 -4.645 0.016
C 0.499 -3.463 -0.651
C -0.537 -2.371 -0.614
C -1.908 -2.480 0.118
C 1.922 0.502 -3.650
H -3.943 -3.236 -0.230
H -3.822 -5.242 0.481
H -1.419 -6.245 -0.135
H -1.956 -6.298 1.531
H -0.659 -3.966 1.712
H 0.033 -5.442 1.957
H 1.146 -5.440 -0.198
H 1.540 -3.071 -0.773
H -0.813 -2.009 -1.708
H -0.064 -1.482 -0.195
H -1.770 -2.557 1.185
H -2.509 -1.556 -0.102
H 1.902 1.594 -3.845
H 2.331 0.026 -4.566
H 2.720 0.240 -2.919
C -0.853 2.404 0.195
C -0.391 1.472 -0.984
O -1.167 1.335 -2.000
O 0.696 0.840 -0.861
H -1.018 3.442 -0.113
H -0.110 2.397 1.017
H -1.830 2.063 0.593

Output
molecular weight	383.3	g mol⁻¹
LUMO energy (alpha / beta)	-0.0966 / -0.3011	eV
HOMO-LUMO gap (alpha / beta)	0.2332 / 0.2257	hartree
energy relative to the best compared isomer or geometry (same formula, charge and spin)	251.2	kJ/mol
2S+1	4

Atom charges from the Mulliken analysis, given in e for atoms 1 to 6:
1. P 1.326
2. P 1.394
3. C -0.454
4. C -1.140
5. H -0.339
6. H 0.823



no.,E (eV)
1,-63478.61158
2,-143593.34335
3,-72125.63892
4,-51535.98036
5,-22261.39565
6,-22276.71494
7,-44323.73848
8,-66532.12787